{
  "formula": "C49H40CsN3OP2S2",
  "method": "the ωB97M-V functional and the def2-TZVPD basis",
  "elements": ["Cs", "S", "C", "S", "C", "C", "N", "C", "N", "C", "N", "C", "C", "C", "C", "C", "C", "C", "C", "H", "H", "H", "H", "H", "H", "H", "H", "H", "H", "H", "H", "O", "C", "C", "C", "C", "C", "C", "P", "C", "C", "C", "C", "C", "C", "C", "C", "C", "C", "C", "C", "C", "C", "C", "C", "C", "C", "P", "C", "C", "C", "C", "C", "C", "C", "C", "C", "C", "C", "C", "H", "H", "H", "H", "H", "H", "H", "H", "H", "H", "H", "H", "H", "H", "H", "H", "H", "H", "H", "H", "H", "H", "H", "H", "H", "H", "H", "H"],
  "positions_angstrom": [[-0.297, -1.110, 1.627], [1.425, 0.862, 3.730], [0.003, 1.210, 4.646], [-1.374, 0.179, 4.676], [-0.021, 2.419, 5.381], [-1.143, 2.830, 6.142], [-2.023, 3.228, 6.782], [1.029, 3.367, 5.330], [1.837, 4.197, 5.336], [-2.658, -3.394, 3.370], [-1.257, -3.692, 3.157], [-0.551, -3.781, 4.419], [-1.053, -4.867, 2.312], [-1.462, -4.635, 0.870], [-2.699, -5.119, 0.447], [-3.152, -4.879, -0.846], [-2.342, -4.145, -1.702], [-1.102, -3.684, -1.256], [-0.584, -3.903, 0.034], [-3.175, -4.207, 3.916], [-3.161, -3.265, 2.410], [-2.750, -2.472, 3.947], [-0.908, -4.628, 5.037], [-0.683, -2.851, 4.976], [0.516, -3.920, 4.235], [-1.589, -5.737, 2.745], [0.017, -5.088, 2.326], [-3.326, -5.682, 1.137], [-4.117, -5.252, -1.174], [-2.674, -3.939, -2.717], [-0.508, -3.116, -1.979], [0.912, 1.344, -2.529], [1.408, 0.336, -3.311], [1.110, 0.156, -4.651], [1.697, -0.906, -5.330], [2.561, -1.769, -4.682], [2.825, -1.589, -3.328], [2.252, -0.542, -2.618], [2.304, -0.367, -0.798], [3.235, 1.186, -0.558], [2.990, 1.864, 0.634], [3.631, 3.067, 0.906], [4.505, 3.608, -0.024], [4.745, 2.944, -1.224], [4.115, 1.738, -1.488], [3.479, -1.684, -0.342], [4.854, -1.511, -0.211], [5.662, -2.580, 0.149], [5.101, -3.830, 0.377], [3.730, -4.006, 0.254], [2.914, -2.939, -0.096], [0.023, 2.274, -3.009], [0.385, 3.111, -4.061], [-0.491, 4.093, -4.481], [-1.717, 4.249, -3.843], [-2.041, 3.431, -2.776], [-1.179, 2.426, -2.333], [-1.522, 1.392, -0.832], [-3.343, 1.221, -0.972], [-3.793, 0.016, -1.512], [-5.152, -0.227, -1.664], [-6.075, 0.725, -1.259], [-5.638, 1.917, -0.696], [-4.281, 2.163, -0.551], [-1.315, 2.652, 0.472], [-0.405, 3.700, 0.343], [-0.136, 4.526, 1.425], [-0.778, 4.323, 2.639], [-1.684, 3.282, 2.777], [-1.934, 2.442, 1.705], [0.419, 0.814, -5.158], [1.462, -1.055, -6.377], [3.013, -2.597, -5.214], [3.468, -2.288, -2.807], [2.289, 1.478, 1.368], [3.422, 3.568, 1.844], [4.997, 4.551, 0.180], [5.424, 3.369, -1.954], [4.299, 1.223, -2.425], [5.294, -0.534, -0.378], [6.730, -2.433, 0.261], [5.732, -4.662, 0.667], [3.274, -4.970, 0.447], [1.834, -3.109, -0.155], [1.357, 2.988, -4.521], [-0.211, 4.746, -5.299], [-2.408, 5.019, -4.162], [-2.985, 3.577, -2.268], [-3.077, -0.750, -1.791], [-5.481, -1.175, -2.072], [-7.136, 0.530, -1.360], [-6.356, 2.653, -0.355], [-3.945, 3.082, -0.086], [0.117, 3.864, -0.594], [0.597, 5.317, 1.326], [-0.537, 4.943, 3.493], [-2.157, 3.086, 3.730], [-2.608, 1.603, 1.849]],
  "forces_ev_per_angstrom": [[-0.168, -0.030, 0.121], [0.006, 0.014, 0.109], [0.162, 0.034, -0.055], [-0.011, -0.001, -0.003], [-0.106, -0.076, -0.088], [-0.057, -0.014, 0.186], [-0.018, 0.027, -0.068], [0.174, 0.080, 0.080], [-0.031, 0.009, -0.052], [0.004, -0.013, -0.013], [0.019, 0.036, -0.039], [0.000, -0.038, -0.044], [0.014, -0.020, 0.010], [0.051, 0.071, 0.033], [-0.054, -0.014, -0.002], [0.001, 0.001, -0.014], [-0.036, -0.007, -0.012], [0.051, 0.043, -0.059], [0.005, -0.067, 0.008], [0.003, 0.006, -0.001], [-0.004, 0.001, 0.003], [0.011, 0.004, 0.001], [-0.005, 0.016, 0.012], [-0.002, -0.004, 0.007], [-0.003, -0.008, -0.002], [0.005, -0.007, -0.013], [-0.008, -0.012, 0.013], [0.000, -0.001, -0.002], [0.000, 0.000, 0.005], [0.007, -0.001, 0.001], [0.009, -0.017, 0.012], [-0.083, 0.086, 0.009], [0.116, -0.056, 0.070], [0.007, -0.038, 0.004], [-0.032, 0.010, -0.066], [0.020, -0.005, 0.056], [-0.030, 0.037, -0.016], [0.000, -0.085, -0.116], [-0.122, 0.109, 0.077], [0.017, -0.021, -0.009], [0.019, 0.085, 0.016], [-0.027, -0.029, 0.015], [0.024, 0.031, -0.015], [-0.005, -0.002, 0.016], [-0.004, -0.018, -0.018], [0.004, -0.045, -0.035], [0.022, -0.009, 0.003], [-0.005, 0.012, 0.005], [0.028, -0.018, 0.009], [-0.039, -0.002, -0.003], [0.049, -0.036, -0.006], [0.112, 0.006, -0.047], [0.005, -0.010, 0.039], [-0.009, 0.030, -0.031], [0.035, -0.013, -0.015], [-0.014, -0.032, 0.009], [-0.155, 0.081, 0.110], [0.030, 0.026, -0.238], [0.005, -0.070, 0.042], [-0.070, 0.012, 0.011], [0.022, -0.011, -0.001], [-0.034, -0.007, -0.003], [0.021, 0.013, 0.006], [-0.006, -0.008, -0.020], [0.092, -0.025, -0.041], [-0.005, 0.006, -0.038], [-0.027, 0.000, 0.082], [0.064, 0.058, -0.030], [-0.013, -0.014, -0.010], [-0.043, -0.043, 0.012], [0.003, 0.004, 0.001], [0.002, -0.002, 0.006], [-0.004, 0.004, -0.007], [0.005, -0.005, 0.003], [-0.008, -0.037, 0.002], [0.009, -0.001, -0.005], [0.003, -0.002, -0.005], [0.000, 0.003, 0.000], [0.001, -0.003, -0.004], [-0.012, -0.001, 0.000], [0.000, -0.007, 0.004], [-0.001, 0.001, -0.003], [0.012, -0.002, 0.001], [0.005, 0.042, 0.023], [-0.002, 0.001, -0.013], [-0.007, 0.003, 0.003], [0.012, 0.007, -0.013], [-0.001, -0.019, 0.017], [0.023, 0.011, 0.007], [-0.012, 0.004, 0.000], [0.003, 0.001, 0.001], [-0.006, -0.003, -0.003], [0.008, -0.003, 0.009], [-0.019, -0.017, 0.018], [0.003, 0.005, 0.002], [0.003, 0.002, -0.005], [-0.020, -0.013, -0.007], [0.007, 0.008, 0.004]],
  "charge": -2,
  "relative_energy_kcal_mol": 1.1,
  "e_homo_ha": -0.0613,
  "homo_lumo_gap_ev": 5.187,
  "e_lumo_ev": 3.5,
  "fmax_ev_per_a": 0.2
}